(1)
Entry from the Open Molecules 2025 dataset: a molecular structure, C26H30BrCl2IMnN3O5Si at a distorted geometry (ωB97M-V with the def2-TZVPD basis set).

The geometry in ORCA input format:
```
! RIJCOSX wB97M-V def2-TZVPD def2/J DEFGRID3
* xyz -1 6
Mn -0.36764 1.43033 0.15067
O -3.72980 1.50060 2.35329
C -2.72129 1.43143 1.44734
O -1.62770 2.03052 1.69670
C -3.17952 1.40605 0.02419
C -4.43600 1.22143 -0.52727
C -4.50864 1.04265 -1.90445
C -3.35576 0.95609 -2.68460
C -2.14224 1.10380 -2.04360
N -2.10998 1.41844 -0.75658
C -0.69154 0.82301 -2.48303
O -0.53070 0.36909 -3.78905
O -0.07902 2.07841 -2.44046
H -3.29277 1.56015 3.21501
H -5.31333 1.19800 0.10240
H -5.47655 0.91472 -2.37352
H -3.40056 0.72993 -3.74019
H -0.92042 -0.50968 -3.88013
C -3.37023 -2.05299 3.25871
N -2.22794 -1.19334 3.53560
C -1.54382 -1.49816 4.76727
C -1.53506 -0.62598 2.47636
C 1.21051 -1.02232 3.16315
O -2.26590 -0.34789 1.43288
H -3.07984 -3.11396 3.24310
H -3.78708 -1.78083 2.29316
H -4.13635 -1.92291 4.02784
H -2.26499 -1.48406 5.58821
H -0.76166 -0.76413 4.93975
H -1.07790 -2.49581 4.75664
H 0.74075 -1.92147 3.57680
H 2.25735 -1.25913 2.92907
H 1.62791 -0.66961 0.96976
C 1.49146 4.34922 -2.80832
Si 1.30286 2.55879 -3.27462
C 2.76126 1.50505 -2.79816
C 1.05525 2.49959 -5.13047
H 2.39197 4.76065 -3.27380
H 1.56648 4.48216 -1.73033
H 0.63471 4.91899 -3.17751
H 3.51387 1.48712 -3.59001
H 2.42018 0.48305 -2.61485
H 3.21494 1.88742 -1.88217
H 1.85448 3.07361 -5.60969
H 0.10146 2.95229 -5.41068
H 1.07353 1.48181 -5.51676
Br 4.35647 1.78995 4.12396
C 4.46243 0.50982 2.72152
C 5.02708 -0.73668 2.97533
C 5.10792 -1.66195 1.94379
C 4.62957 -1.35178 0.67537
C 4.05047 -0.10825 0.43442
C 3.99073 0.78883 1.47415
I 1.77986 2.90219 0.90578
H 5.39269 -0.97318 3.96628
H 5.54230 -2.63481 2.13664
H 4.68890 -2.08224 -0.12272
H 3.65494 0.14151 -0.54139
Cl 0.40187 -0.67291 1.63423
C -0.13442 -1.77817 0.18537
C -0.23402 -3.06062 0.63839
C -0.71343 -4.05594 -0.20691
C -1.17486 -3.64643 -1.43374
C -1.10711 -2.31555 -1.84505
Cl -2.05563 -2.07554 -3.32419
C -0.46270 -1.27594 -1.10903
N -0.12426 0.01734 -1.40111
H 0.04692 -3.27066 1.66800
H -0.77194 -5.08985 0.10440
H -1.63852 -4.35127 -2.11116
*
```

LUMO (spin up / spin down)   0.0573 / 0.0577 Ha
Energy above the lowest of the compared OMol25 structures with the same formula, charge and spin   248.5 kcal/mol
HOMO energy (spin up / spin down)   -1.81 / -1.82 eV

***

(2)
Entry from the Open Molecules 2025 dataset: a molecular structure, C26H30Cl3CoN5O2S at a distorted geometry (ωB97M-V with the def2-TZVPD basis set).

The geometry in ORCA input format:
```
! RIJCOSX wB97M-V def2-TZVPD def2/J DEFGRID3
* xyz 0 2
Co -0.47827 0.46161 0.74283
C 2.08264 3.14963 -0.71741
N 1.92893 1.75511 -0.33497
C 2.17222 0.88689 -1.48752
C 2.75167 1.36438 0.77401
C 3.96148 1.99203 1.05017
C 4.74024 1.61522 2.13312
C 4.28898 0.59441 2.96160
C 3.09675 -0.04642 2.67666
C 2.32203 0.29688 1.56415
N 1.13418 -0.37948 1.27601
C 1.09578 -1.74559 1.37985
C 2.18778 -2.61483 1.30888
C 1.99725 -3.98548 1.37246
C 0.72215 -4.52623 1.49724
C -0.37176 -3.67086 1.54468
C -0.18745 -2.30087 1.47238
N -1.27986 -1.33406 1.53121
C -1.52487 -0.98852 2.95620
C -2.52955 -1.86051 0.95947
H 3.04183 3.35849 -1.21425
H 2.00606 3.78704 0.16472
H 1.28916 3.41214 -1.41414
H 3.20645 0.98666 -1.84597
H 1.49216 1.15560 -2.30279
H 1.99588 -0.15230 -1.20718
H 4.29542 2.80131 0.41350
H 5.67638 2.11953 2.33313
H 4.86047 0.29969 3.83245
H 2.74460 -0.83956 3.32668
H 3.18584 -2.21194 1.18539
H 2.85793 -4.63899 1.30858
H 0.57735 -5.59615 1.55023
H -1.37018 -4.07949 1.63687
H -1.86912 -1.87454 3.49814
H -2.27793 -0.20373 3.01779
H -0.59592 -0.63951 3.40618
H -2.98782 -2.59482 1.62835
H -2.32570 -2.34765 0.00770
H -3.22816 -1.05128 0.79161
Cl -0.45115 2.40919 2.60571
C 0.27253 3.91621 3.22271
Cl 2.02022 3.83231 3.37165
H -0.15973 4.08328 4.20200
H 0.00945 4.70874 2.53172
Cl -5.01260 1.55753 2.32975
C -4.49934 1.99387 0.66804
C -3.39878 1.05879 0.17565
O -3.60706 0.37312 -0.81930
O -2.33417 1.10786 0.88628
H -4.12665 3.01473 0.70831
H -5.36952 1.92108 0.02516
N -0.45339 -1.38668 -1.89353
C -0.88092 -0.12140 -2.13650
N -0.74511 0.85355 -1.29411
C -1.26037 2.03499 -1.82017
C -1.36098 3.24739 -1.14540
C -1.92929 4.32667 -1.79726
C -2.39502 4.21345 -3.10911
C -2.30603 3.01007 -3.78641
C -1.74153 1.92851 -3.12551
S -1.54873 0.29361 -3.68716
H -0.30005 -1.61978 -0.92081
H -0.88895 -2.12096 -2.42728
H -1.01134 3.32125 -0.12423
H -2.02309 5.27275 -1.27968
H -2.83816 5.07008 -3.59873
H -2.67022 2.91545 -4.80052
*
```

LUMO (spin up / spin down)   0.0101 / 0.0155 Ha
Energy above the lowest of the compared OMol25 structures with the same formula, charge and spin   1.5 kcal/mol
HOMO energy (spin up / spin down)   -6.92 / -7.01 eV

***

(3)
Entry from the Open Molecules 2025 dataset: a molecular structure, C26H30CrN11O3S (ωB97M-V with the def2-TZVPD basis set).

The geometry in ORCA input format:
```
! RIJCOSX wB97M-V def2-TZVPD def2/J DEFGRID3
* xyz 2 4
Cr -0.20904 0.40204 -0.45601
N 3.04070 -0.68069 2.32053
C 2.34356 -1.14768 1.28811
N 1.26169 -0.39487 1.12824
C 1.38363 0.53706 2.11883
N 2.44977 0.40124 2.86442
C 0.39735 1.61177 2.23810
C 0.25652 2.39257 3.37860
N -0.67834 3.32684 3.46442
C -1.46992 3.48750 2.40890
C -1.33170 2.72696 1.25716
N -0.39243 1.77905 1.16704
H 3.90878 -1.02890 2.70328
H 2.62896 -1.99394 0.68455
H 0.91623 2.24443 4.22464
H -2.23636 4.24953 2.47017
H -1.95283 2.90247 0.39003
N -2.65095 -3.49644 -0.67783
C -3.69430 -3.30051 0.39057
C -3.11987 -3.70788 1.74995
C -2.04816 -2.73855 2.26601
N -0.85131 -2.84674 1.40910
C -2.58252 -1.30431 2.29899
C -3.26121 -0.79980 1.02012
N -2.33607 -0.18114 0.00251
C -4.19638 -1.86287 0.41845
H -2.50841 -4.48348 -0.89481
H -1.73200 -3.13161 -0.30314
H -2.85795 -3.03145 -1.56095
H -4.52536 -3.95303 0.12656
H -2.72579 -4.72700 1.71028
H -3.95085 -3.73146 2.45703
H -1.80549 -3.01648 3.29539
H -0.35558 -3.71096 1.61306
H -0.20222 -2.09303 1.59350
H -1.79809 -0.60677 2.60569
H -3.33754 -1.27506 3.08852
H -3.92208 0.01528 1.31812
H -2.69431 0.75141 -0.18720
H -2.44903 -0.65983 -0.88624
H -4.54424 -1.55058 -0.57102
H -5.09115 -1.88590 1.04426
O 1.64079 -2.04474 -1.28976
N 0.47279 -2.31709 -1.46246
O 0.02476 -3.44065 -1.59148
O -0.41840 -1.34248 -1.42457
N -3.10305 5.50147 -5.04104
C -2.66647 4.70480 -4.33953
C -2.11979 3.70812 -3.45552
C -1.05184 4.02755 -2.61858
C -0.52975 3.06569 -1.77137
C -1.05717 1.77087 -1.72179
C -2.11461 1.47247 -2.58260
C -2.64870 2.42449 -3.44299
H -0.63243 5.02457 -2.64528
H 0.30990 3.34744 -1.14451
H -2.52835 0.47024 -2.64149
H -3.46382 2.17294 -4.10823
S 3.92340 1.78320 -1.85326
C 2.58142 1.45743 -0.87466
N 1.55064 0.89934 -1.44953
C 1.80018 0.70404 -2.81742
C 0.93373 0.16075 -3.76840
C 1.37305 0.05797 -5.06853
C 2.65588 0.48224 -5.44740
C 3.52000 1.02197 -4.52324
C 3.07091 1.12840 -3.20663
H 2.59381 1.73566 0.16927
H -0.05510 -0.17270 -3.49545
H 0.71264 -0.35820 -5.81696
H 2.96741 0.38789 -6.47824
H 4.50927 1.35450 -4.80501
*
```

LUMO (spin up / spin down)   -0.2275 / -0.2369 Ha
HOMO energy (spin up / spin down)   -13.91 / -13.98 eV